[1]
DFT (ωB97M-V/def2-TZVPD) results for a structure of composition C6H18O6Rb at a distorted geometry.

Geometry as XYZ:
```
31
Properties=species:S:1:pos:R:3:forces:R:3
Rb -22.8109 -8.1902 17.1887 0.0 0.0 0.0
C -23.9985 -12.8018 20.6632 -0.6 -2.4 0.6
C -24.1887 -14.2706 20.1779 0.0 0.6 -1.4
O -25.5743 -14.6838 20.2365 0.9 0.3 0.8
O -24.8626 -11.9451 19.9988 -0.2 1.0 -1.3
H -22.9587 -12.5011 20.5347 -0.1 0.1 0.2
H -24.3453 -12.8352 21.6960 0.7 0.2 0.5
H -23.4719 -14.9616 20.6215 -0.7 -0.1 0.8
H -23.9347 -14.3713 19.1227 0.3 0.5 -0.3
H -26.0024 -14.3004 19.4675 -0.1 -0.3 -0.1
H -25.6538 -12.4497 19.7963 -0.3 0.2 0.2
C -22.0949 -13.0481 13.4847 1.3 0.0 -0.4
C -22.5936 -13.9659 12.3714 -1.0 1.4 0.8
O -21.9464 -13.6834 11.1398 0.2 -0.9 0.6
O -22.0397 -11.6644 13.0922 -0.7 -0.5 0.4
H -21.0595 -13.2706 13.7426 0.1 -0.6 0.0
H -22.6508 -13.2013 14.4097 -0.4 0.4 -0.2
H -23.6492 -13.7286 12.2396 -0.3 -0.1 0.0
H -22.5410 -15.0045 12.6977 0.3 -0.1 -0.1
H -21.9474 -14.5652 10.7602 0.4 0.2 -0.9
H -21.3077 -11.6428 12.4715 0.0 0.2 -0.3
C -19.8528 -4.4342 19.6355 0.0 -0.5 0.2
C -20.6197 -3.1305 19.3718 -0.3 -0.6 1.5
O -21.9533 -3.2693 18.9092 0.2 -0.4 -0.8
O -20.4656 -5.4284 20.5103 -0.2 0.5 -1.2
H -18.8585 -4.1869 20.0075 0.0 0.3 0.3
H -19.6387 -4.9600 18.7050 -0.4 -0.2 -0.1
H -20.0210 -2.5110 18.7041 -0.3 0.0 -0.1
H -20.7266 -2.6325 20.3355 0.5 0.4 0.1
H -22.5027 -3.5231 19.6545 0.0 0.0 0.0
H -20.5636 -5.1454 21.4224 0.3 0.4 0.0
```
Forces are in eV/Å.

Calculated values
HOMO energy   -12.23 eV
Frontier orbital gap   0.303 hartree
Charge   +1
Relative energy (zero: lowest compared OMol25 entry of this formula, charge and spin)   45.60 kcal/mol
LUMO level   -3.980 eV

[2]
DFT (ωB97M-V/def2-TZVPD) results for a cluster of 5 separate species, C28H31N6O5S2 in total at a distorted geometry.

Geometry as XYZ:
```
72
Properties=species:S:1:pos:R:3:forces:R:3
C 1.1303 1.2696 1.3906 0.2 0.2 0.1
C 1.4490 2.0846 0.1430 0.2 -0.4 0.7
C 2.2601 1.2952 -0.8773 0.3 0.1 0.6
O 3.4090 0.8032 -0.1817 -0.1 0.1 -0.3
C 3.9408 -0.3320 -0.7750 0.5 -0.4 -0.1
O 5.0612 -0.3018 -1.1920 0.0 0.2 0.2
C 3.0604 -1.5497 -0.8176 -0.2 0.2 -0.7
S 3.8540 -3.0384 -0.1414 -0.6 -0.3 0.7
N 2.7995 -4.3218 -0.6061 0.7 0.3 -0.7
N 1.3657 -3.7987 -0.7022 -0.6 -0.1 0.4
C 0.8393 -3.9016 0.3903 0.7 0.3 0.3
O 0.3832 -3.9191 1.4772 -0.4 -0.2 -0.2
O 0.2980 2.7276 -0.4538 0.2 -0.2 -0.2
C -0.3612 2.0580 -1.4390 0.1 0.0 -0.4
O -0.4807 2.5584 -2.5218 -0.2 0.2 0.1
C -0.9741 0.7100 -1.1092 0.7 -0.3 0.2
S -0.8131 -0.5619 -2.3886 -0.6 -0.1 -0.4
H 0.4653 1.8391 2.0397 -0.2 -0.1 -0.1
H 0.7456 0.2752 1.1724 -0.2 0.0 0.1
H 2.0532 1.1177 1.9476 0.1 0.0 -0.1
H 2.0945 2.8954 0.4795 -0.2 0.3 -0.2
H 1.7167 0.4305 -1.2587 -0.2 0.2 -0.2
H 2.6002 1.9671 -1.6686 -0.2 -0.2 -0.3
H 2.1189 -1.3732 -0.2998 0.0 0.0 0.1
H 2.8159 -1.7454 -1.8686 0.0 0.0 0.0
H -0.5812 0.2892 -0.1922 -0.1 0.2 0.1
H -2.0448 0.8455 -0.9631 -0.1 0.0 -0.1
H 0.5123 -0.6407 -2.5625 0.1 0.2 0.3
N 1.6375 -2.6194 5.8151 0.0 0.0 0.0
C 1.2767 -3.1784 4.6596 0.0 0.1 0.0
C 0.6855 -4.4315 4.5639 0.0 -0.1 0.1
C 0.4640 -5.1425 5.7310 0.0 0.0 0.0
C 0.8364 -4.5770 6.9418 0.0 0.0 0.0
C 1.4146 -3.3180 6.9269 0.0 0.1 0.0
H 1.4712 -2.5959 3.7667 0.0 -0.1 0.0
H 0.4124 -4.8289 3.5981 0.0 0.1 0.0
H 0.0071 -6.1239 5.6986 0.0 0.0 0.0
H 0.6821 -5.0986 7.8774 0.0 0.0 0.0
H 1.7177 -2.8381 7.8523 0.0 0.0 0.0
N 2.1435 5.9523 -3.7915 -0.1 0.0 -0.1
C 2.2242 6.9710 -4.6451 0.0 0.0 0.1
C 1.3307 7.1778 -5.6847 0.0 0.0 0.0
C 0.2940 6.2720 -5.8499 0.0 0.0 0.0
C 0.1955 5.2056 -4.9726 0.0 0.0 0.0
C 1.1404 5.0905 -3.9626 0.1 0.0 0.1
H 3.0510 7.6551 -4.4835 0.0 0.0 0.0
H 1.4460 8.0260 -6.3464 0.0 0.0 0.0
H -0.4248 6.3964 -6.6504 0.0 0.0 0.0
H -0.5943 4.4723 -5.0604 0.0 0.0 0.0
H 1.0887 4.2703 -3.2576 -0.1 0.0 0.0
N -1.7446 -3.7253 -2.7386 -0.1 -0.1 -0.1
C -2.9060 -3.4875 -3.3399 0.0 0.0 0.0
C -3.5955 -4.4347 -4.0830 0.0 0.0 0.0
C -3.0399 -5.6986 -4.2115 0.0 0.0 0.0
C -1.8274 -5.9594 -3.5941 -0.1 0.0 0.0
C -1.2207 -4.9417 -2.8683 0.2 0.0 0.1
H -3.2998 -2.4826 -3.2187 0.0 0.0 0.0
H -4.5399 -4.1863 -4.5492 0.0 0.0 0.0
H -3.5442 -6.4669 -4.7850 0.0 0.0 0.0
H -1.3569 -6.9304 -3.6694 0.0 0.0 0.0
H -0.2715 -5.0954 -2.3632 0.0 0.0 0.0
N -1.5915 2.8332 3.7951 0.0 0.0 0.0
C -2.3312 1.8725 4.3443 0.1 0.0 0.0
C -3.7043 1.9665 4.5187 0.0 0.0 0.0
C -4.3431 3.1231 4.1023 0.0 0.0 0.0
C -3.5865 4.1327 3.5292 0.0 0.0 0.0
C -2.2196 3.9371 3.3976 0.1 0.0 0.0
H -1.7918 0.9852 4.6576 0.0 0.0 0.0
H -4.2552 1.1521 4.9690 0.0 0.0 0.0
H -5.4134 3.2356 4.2212 0.0 0.0 0.0
H -4.0433 5.0520 3.1889 0.0 0.0 0.0
H -1.5918 4.6997 2.9495 0.0 0.0 0.0
```
Forces are in eV/Å.

Calculated values
HOMO energy   -2.72 eV
Frontier orbital gap   0.182 hartree
Charge   -1
LUMO level   2.223 eV

[3]
DFT (ωB97M-V/def2-TZVPD) results for a cluster of 7 separate species, C4H16ClIN2O8P2 in total at a distorted geometry.

Geometry as XYZ:
```
34
Properties=species:S:1:pos:R:3:forces:R:3
N 1.4756 1.4941 2.8487 0.0 -0.3 2.9
C 1.2903 1.6845 1.7531 0.7 0.0 -4.4
C 1.4097 1.8050 0.2401 -1.4 -0.4 0.3
C 0.2575 1.0509 -0.5225 -0.6 0.7 -0.6
C -0.8881 2.0499 -0.6771 3.9 -4.1 0.5
N -1.6600 2.8560 -0.7683 -2.7 2.8 -0.2
P -0.4775 -0.4393 0.4035 -0.8 -0.6 1.5
O 0.7283 -1.2950 1.1916 -0.7 0.4 -1.7
I -1.1223 -1.9532 -1.4427 0.4 0.4 0.3
P 3.1694 1.4211 -0.3559 1.7 0.8 1.4
O 3.6189 0.0523 0.5133 -0.9 0.7 -1.8
Cl 3.1136 0.8785 -2.3827 -0.7 -0.4 0.7
H 1.2663 2.8894 0.0311 0.5 -0.6 0.0
H 0.5220 0.7280 -1.5482 0.3 0.4 0.5
H 0.8976 -2.1104 0.6742 0.4 0.2 0.3
H 4.0498 -0.5139 -0.1525 0.0 -0.2 0.5
O -4.2058 3.3192 1.5478 0.2 0.1 0.0
H -3.4176 2.9842 1.1048 -0.1 0.0 -0.1
H -4.2845 4.2255 1.2297 0.0 -0.1 0.0
O -1.4902 -5.2105 -2.3520 -0.1 -0.2 0.0
H -2.3631 -5.5308 -2.0977 0.0 0.1 0.0
H -1.0128 -6.0075 -2.6072 0.0 0.1 0.0
O 0.9092 -1.0391 4.9622 0.0 0.0 0.0
H 1.6983 -1.3846 4.5327 -0.1 0.1 0.0
H 0.8510 -0.1300 4.6438 0.0 0.0 0.0
O -1.4509 5.8622 0.8922 0.0 -0.2 0.1
H -1.4940 5.0789 0.3318 -0.1 0.0 -0.1
H -1.5668 5.5193 1.7855 0.0 0.1 0.0
O -2.2166 -1.2748 -4.8376 0.1 -0.1 -0.1
H -2.1223 -2.2107 -4.6277 -0.1 0.0 0.0
H -1.5838 -1.1299 -5.5495 -0.1 0.0 0.0
O 2.0026 -4.0911 0.2815 -0.1 0.0 0.2
H 1.9674 -4.8720 -0.2812 -0.1 0.1 -0.1
H 1.8885 -4.4383 1.1740 0.0 0.1 0.0
```
Forces are in eV/Å.

Calculated values
HOMO energy   -9.25 eV
Frontier orbital gap   0.324 hartree
SMILES   N#C[C@H]([C@H](C#N)P(O)I)P(O)Cl.O.O.O.O.O.O
Relative energy (zero: lowest compared OMol25 entry of this formula, charge and spin)   19.96 kcal/mol
LUMO level   -0.427 eV

[4]
DFT (ωB97M-V/def2-TZVPD) results for a structure of composition C8H9N at a distorted geometry.

Geometry as XYZ:
```
18
Properties=species:S:1:pos:R:3:forces:R:3
C 0.6538 0.5172 2.9847 0.0 1.3 -2.4
C 1.1187 -0.0517 1.9351 -2.3 3.6 3.9
C 0.9702 -0.4221 0.4691 3.6 -3.0 1.2
C -0.2324 0.7646 -0.8824 -3.5 1.2 -2.5
C -0.9796 1.1373 -2.1815 -0.5 -0.6 3.2
C -0.8026 -0.4614 -1.5472 -0.6 2.5 0.0
C -1.2397 -1.2848 -0.3678 -0.8 0.0 0.5
C -0.2735 -1.2520 0.5864 -3.2 -2.2 -0.6
H 0.0577 1.4807 3.7752 2.6 -4.0 -2.8
H 1.7158 -1.2998 0.0922 -0.9 2.3 1.2
H 1.2682 1.6509 -0.0177 0.3 -2.0 -0.6
H -0.9825 1.0954 -0.0612 1.5 -0.6 -1.0
H -1.8169 1.9061 -1.8528 1.5 -1.9 -1.7
H -0.3798 1.1406 -3.0935 -0.7 0.4 0.1
H -0.1980 -0.9511 -2.3189 0.0 0.1 0.6
H -2.2658 -1.7393 -0.1797 1.7 0.2 -0.5
H -0.4333 -2.0149 1.4357 0.8 1.8 -1.0
N 1.1065 0.7212 -0.5368 0.4 1.1 2.6
```
Forces are in eV/Å.

Calculated values
HOMO energy   -8.71 eV
Frontier orbital gap   0.338 hartree
Relative energy (zero: lowest compared OMol25 entry of this formula, charge and spin)   194.38 kcal/mol
LUMO level   0.498 eV

[5]
DFT (ωB97M-V/def2-TZVPD) results for a structure of composition C22H20IrN4O2 at a distorted geometry.

Geometry as XYZ:
```
49
Properties=species:S:1:pos:R:3:forces:R:3
Ir -0.7259 -1.1156 -0.7013 0.3 -0.2 0.3
C -4.5567 -2.8834 0.7369 -0.6 -0.9 -0.7
C -3.5166 -1.8519 0.5695 -0.1 1.5 0.1
O -2.4604 -2.1568 -0.0083 0.3 -0.3 -0.2
C -3.8133 -0.5069 1.0454 1.1 -1.0 -0.9
C -3.0699 0.6244 0.8225 1.0 0.3 0.0
C -3.6017 1.9450 1.2794 -0.2 -0.1 -0.3
N -1.8318 0.6231 0.1925 -0.7 -0.5 -0.4
N -1.3168 1.8110 0.0079 0.0 0.3 0.0
C -0.2117 1.8269 -0.7976 -0.5 -0.4 0.5
O 0.2288 0.7898 -1.3521 0.1 0.4 0.0
C 0.4380 3.1417 -0.9297 0.9 -1.1 -0.8
C -0.1078 4.2830 -0.4146 -1.3 0.7 1.0
C 0.5423 5.4976 -0.4907 1.7 0.4 -0.5
C 1.8221 5.5519 -1.1333 -1.2 -0.1 0.7
C 2.3616 4.3786 -1.6635 0.1 1.0 0.1
C 1.6744 3.1956 -1.5651 0.0 -0.7 -0.5
H -4.1221 -3.8923 0.7344 -0.1 0.4 0.0
H -5.3169 -2.8368 -0.0752 0.7 0.1 0.2
H -5.1339 -2.7058 1.6184 -0.2 0.0 0.8
H -4.7487 -0.4145 1.5312 -0.7 0.3 0.4
H -4.5541 1.7317 1.7464 -0.4 0.4 -0.1
H -3.6763 2.6382 0.4196 -0.1 -0.3 0.6
H -2.9682 2.4032 2.0302 0.3 0.1 0.0
H -1.0755 4.1791 0.0873 0.4 0.3 -0.2
H 0.1365 6.3906 -0.0130 0.0 -0.3 -0.3
H 2.3838 6.4899 -1.1936 -0.3 -0.4 0.0
H 3.3278 4.4270 -2.1424 0.1 -0.1 -0.1
H 2.0580 2.2910 -2.0374 0.0 0.2 0.3
C 2.0251 -3.8434 -3.0460 -0.5 0.4 0.5
C 3.0413 -4.0999 -2.1554 -0.2 0.4 0.3
C 3.0247 -3.4237 -0.9470 0.1 0.1 0.5
C 2.0061 -2.5159 -0.6240 0.4 -0.7 -0.2
N 0.9756 -2.3121 -1.4808 0.5 -0.3 -0.2
C 1.0175 -2.9671 -2.6569 -0.1 0.0 -0.2
C 1.9745 -1.8319 0.7002 -0.5 0.1 -0.4
C 3.0244 -1.8528 1.6039 0.6 -0.7 -1.1
C 2.8570 -1.2471 2.8254 0.4 0.8 1.2
C 1.6751 -0.5691 3.1117 0.3 -0.9 -1.2
C 0.6888 -0.5942 2.1187 -0.2 0.8 2.0
N 0.8173 -1.1966 0.9773 0.6 -0.9 -1.2
H 1.9648 -4.3212 -3.9998 0.0 -0.2 -0.4
H 3.8151 -4.8130 -2.3681 0.2 -0.1 -0.1
H 3.8072 -3.6671 -0.2324 -0.2 0.3 -0.1
H 0.1989 -2.8069 -3.3453 -0.1 0.2 0.2
H 3.9790 -2.3287 1.3026 -0.8 0.4 0.5
H 3.6747 -1.2414 3.5680 -0.5 -0.1 -0.5
H 1.5369 -0.0873 4.0529 -0.2 0.3 0.3
H -0.2692 -0.1359 2.2912 -0.2 0.3 0.1
```
Forces are in eV/Å.

Calculated values
HOMO energy (spin up / spin down)   -10.25 / -11.40 eV
Frontier orbital gap (spin up / spin down)   0.251 / 0.258 hartree
Spin multiplicity   5
Charge   +1
LUMO level (spin up / spin down)   -3.427 / -4.378 eV

[6]
DFT (ωB97M-V/def2-TZVPD) results for a cluster of 2 separate species, C3H11N2 in total at a distorted geometry.

Geometry as XYZ:
```
16
Properties=species:S:1:pos:R:3:forces:R:3
C 0.0674 -1.8781 0.6002 -0.5 0.5 -1.2
C -0.2769 1.1135 0.4028 0.6 4.7 1.6
C -0.6193 2.2648 -0.3916 -1.5 0.1 -2.8
N -0.4722 1.8396 -1.8686 1.1 -1.4 1.9
N 1.0377 -2.8259 1.0313 0.2 0.0 0.4
H -0.9259 -1.9554 1.0754 0.6 -0.2 0.1
H -0.1427 -1.7588 -0.4906 0.1 -0.9 0.1
H -0.8903 1.0335 1.3078 0.0 -1.4 -0.5
H 0.7804 0.9144 0.4023 0.0 -0.9 -0.3
H -0.0800 3.2160 -0.2091 0.4 -0.6 0.3
H -1.6649 2.6053 -0.4608 0.0 -0.3 1.1
H 0.4572 1.9937 -2.2697 -0.1 0.3 0.1
H -0.5111 0.8189 -1.7197 -0.4 0.0 -1.4
H 1.9701 -2.7103 0.6732 -0.1 0.0 -0.1
H 0.8022 -3.7973 1.1473 -0.4 0.1 -0.2
H 0.4684 -0.8739 0.7699 0.0 -0.2 0.7
```
Forces are in eV/Å.

Calculated values
HOMO energy   -12.41 eV
Frontier orbital gap   0.147 hartree
Charge   +1
Relative energy (zero: lowest compared OMol25 entry of this formula, charge and spin)   137.06 kcal/mol
LUMO level   -8.415 eV